No. 1
C36H40N5OSiSr | wB97M-V/def2-TZVPD

Cartesian coordinates (Å):
1 Sr -0.13 -0.48 -0.02
2 C -4.86 0.54 -0.09
3 C -3.84 0.96 0.78
4 C -2.85 0.04 1.18
5 C -2.77 -1.27 0.68
6 C -3.61 -1.58 -0.56
7 C -4.83 -0.70 -0.67
8 N -1.80 -2.07 1.14
9 C -1.69 -3.41 0.78
10 C -2.75 -4.31 0.82
11 C -2.60 -5.65 0.48
12 C -1.35 -6.12 0.09
13 C -0.27 -5.26 0.06
14 C -0.40 -3.91 0.40
15 N 0.61 -2.97 0.29
16 N 1.79 -3.45 -0.08
17 C 2.71 -2.48 -0.30
18 C 4.05 -2.89 -0.54
19 C 5.02 -1.94 -0.74
20 C 4.68 -0.58 -0.69
21 C 3.36 -0.26 -0.47
22 N 2.39 -1.16 -0.29
23 H -5.71 1.19 -0.27
24 H -3.86 1.94 1.22
25 H -2.20 0.28 2.02
26 H -3.89 -2.63 -0.59
27 H -5.65 -1.04 -1.28
28 H -3.71 -3.95 1.17
29 H -3.45 -6.32 0.53
30 H -1.22 -7.16 -0.18
31 H 0.71 -5.60 -0.25
32 H 4.26 -3.95 -0.55
33 H 6.04 -2.25 -0.91
34 H 5.42 0.19 -0.83
35 H 3.04 0.78 -0.43
36 C 0.01 -0.61 4.50
37 C 1.00 -0.66 3.35
38 O 1.38 -2.00 3.07
39 H -0.22 0.43 4.76
40 H 0.43 -1.11 5.37
41 H -0.91 -1.12 4.22
42 H 1.90 -0.08 3.58
43 H 0.55 -0.17 2.48
44 H 1.00 -2.29 2.23
45 C -0.81 0.74 -3.20
46 Si -2.65 -1.28 -2.19
47 C -3.85 -1.59 -3.61
48 C -1.22 -2.48 -2.51
49 C -2.04 0.52 -2.31
50 H 0.04 0.10 -2.92
51 H -0.46 1.77 -3.14
52 H -1.03 0.50 -4.24
53 H -4.25 -2.60 -3.57
54 H -3.34 -1.46 -4.57
55 H -4.68 -0.89 -3.57
56 H -0.93 -2.38 -3.56
57 H -1.58 -3.50 -2.36
58 H -0.30 -2.41 -1.92
59 H -1.94 1.01 -1.34
60 H -2.91 1.03 -2.74
61 N 0.72 1.77 0.10
62 C 1.28 2.87 0.29
63 C 1.64 3.80 -0.85
64 C 2.00 3.25 -2.08
65 C 2.28 4.06 -3.17
66 C 2.18 5.44 -3.06
67 C 1.82 6.00 -1.84
68 C 1.56 5.19 -0.74
69 C 1.65 3.35 1.69
70 C 2.83 4.04 1.95
71 C 3.19 4.36 3.26
72 C 2.36 4.01 4.31
73 C 1.17 3.33 4.06
74 C 0.82 3.00 2.76
75 H 2.04 2.17 -2.16
76 H 2.56 3.61 -4.11
77 H 2.39 6.08 -3.91
78 H 1.73 7.08 -1.74
79 H 1.28 5.63 0.20
80 H 3.48 4.31 1.13
81 H 4.12 4.87 3.45
82 H 2.63 4.26 5.33
83 H 0.51 3.06 4.88
84 H -0.08 2.45 2.54

E_tot in hartree: -2065.126888
Frontier orbital gap (spin up / spin down) in eV: 5.16 / 5.92
Total charge: -1
HOMO energy (spin up / spin down) in Eh: -0.1045 / -0.1245

Mulliken population analysis, charges in e, atoms 1 to 2: number 1, Sr, carries 1.825; number 2, C, carries -0.412

No. 2
C36H40O20 | wB97M-V/def2-TZVPD

Cartesian coordinates (Å):
1 O 4.71 5.04 -6.64
2 C 4.34 4.73 -5.60
3 C 4.28 5.70 -4.48
4 C 3.60 5.32 -3.16
5 O 3.80 5.93 -2.03
6 C 2.93 4.00 -2.88
7 O 2.35 3.66 -1.91
8 C 2.96 3.16 -4.07
9 C 3.64 3.47 -5.33
10 O 3.76 2.60 -6.36
11 H 4.78 6.68 -4.56
12 H 4.43 6.64 -2.11
13 H 2.44 2.11 -4.15
14 H 4.26 3.06 -6.99
15 O 0.12 1.73 -2.34
16 C -0.23 1.05 -1.42
17 C -1.11 -0.13 -1.57
18 C -1.35 -1.13 -0.47
19 O -2.11 -2.23 -0.63
20 C -0.77 -0.80 0.86
21 O -0.85 -1.60 1.80
22 C -0.05 0.39 1.06
23 C 0.30 1.37 -0.11
24 O 0.90 2.53 0.16
25 H -1.45 -0.33 -2.54
26 H -2.14 -2.79 -1.45
27 H 0.39 0.61 2.00
28 H 0.84 3.09 -0.59
29 O 1.12 2.63 3.57
30 C 1.23 3.74 4.07
31 C 2.48 4.01 4.83
32 C 2.65 5.41 5.57
33 O 3.57 5.48 6.61
34 C 1.53 6.44 5.51
35 O 1.55 7.44 6.19
36 C 0.42 6.11 4.75
37 C 0.30 4.86 4.00
38 O -0.87 4.60 3.34
39 H 3.19 3.32 4.80
40 H 4.28 4.88 6.75
41 H -0.42 6.90 4.65
42 H -0.41 3.87 2.71
43 O -1.25 0.55 4.44
44 C -0.87 -0.54 4.71
45 C 0.48 -0.96 4.82
46 C 0.95 -2.37 5.03
47 O 2.29 -2.73 5.39
48 C -0.10 -3.41 5.10
49 O 0.13 -4.60 5.26
50 C -1.49 -2.97 5.22
51 C -1.94 -1.49 5.08
52 O -3.22 -1.15 5.10
53 H 1.23 0.01 4.95
54 H 2.83 -2.01 5.10
55 H -2.18 -3.63 5.59
56 H -3.30 -0.22 4.76
57 C 0.05 -4.16 -2.65
58 C -1.24 -4.06 -3.56
59 C -1.34 -5.03 -4.65
60 O -2.19 -3.40 -3.17
61 H 0.74 -4.50 -3.37
62 H -0.05 -5.16 -1.95
63 H 0.23 -3.24 -2.02
64 H -2.23 -4.76 -5.38
65 H -1.51 -6.15 -4.37
66 H -0.58 -5.11 -5.57
67 C -1.95 -5.21 1.76
68 C -0.65 -5.49 0.98
69 C 0.62 -4.84 1.31
70 O -0.63 -6.32 0.02
71 H -2.50 -4.30 1.47
72 H -1.40 -5.01 2.84
73 H -2.62 -6.05 1.84
74 H 1.22 -4.81 0.57
75 H 1.07 -5.05 2.27
76 H 0.29 -3.82 1.51
77 C -0.98 4.88 -3.71
78 C -0.55 5.40 -2.24
79 C 0.21 6.81 -2.24
80 O -0.81 4.81 -1.20
81 H -1.26 3.93 -3.63
82 H -0.15 4.68 -4.32
83 H -1.64 5.41 -4.27
84 H 0.51 6.96 -1.08
85 H -0.42 7.43 -2.92
86 H 1.02 6.69 -2.77
87 C -4.13 -7.77 -3.11
88 C -4.51 -6.49 -2.34
89 C -3.61 -6.13 -1.12
90 O -5.51 -5.78 -2.48
91 H -4.89 -8.61 -2.98
92 H -3.06 -8.01 -2.79
93 H -4.41 -7.59 -4.20
94 H -2.67 -6.08 -1.60
95 H -3.58 -6.88 -0.39
96 H -3.82 -5.18 -0.86

E_tot in hartree: -2900.007630
Structure (SMILES): O=C1C=C(O)C(=O)C=C1O.O=C1C=C(O)C(=O)C=C1O.O=C1C=C(O)C(=O)C=C1O.O=C1C=C(O)C(=O)C=C1O.CC(C)=O.CC(C)=O.CC(C)=O.CC(C)=O
Frontier orbital gap in eV: 6.49
Total charge: 0
HOMO energy in Eh: -0.3126

Mulliken population analysis, charges in e, atoms 1 to 2: number 1, O, carries -0.533; number 2, C, carries 0.803

No. 3
C36H41B2F9N7O5S3SeSr | wB97M-V/def2-TZVPD

Cartesian coordinates (Å):
1 Sr -0.63 -0.74 -0.28
2 C -2.13 -5.03 1.56
3 C -1.49 -3.72 1.26
4 N -1.91 -2.87 0.40
5 O -3.02 -3.23 -0.31
6 B -3.51 -2.10 -1.13
7 F -4.46 -2.57 -1.99
8 F -2.38 -1.58 -1.89
9 O -4.07 -0.98 -0.34
10 N -3.09 -0.31 0.35
11 C -3.45 0.18 1.47
12 C -4.82 0.10 2.06
13 C -2.34 0.71 2.33
14 N -1.19 0.21 2.06
15 O -0.18 0.58 2.94
16 B 0.43 -0.66 3.59
17 F 1.45 -0.17 4.38
18 F -0.58 -1.33 4.28
19 O 1.10 -1.55 2.58
20 N 0.22 -2.15 1.69
21 C -0.34 -3.23 2.10
22 C -0.02 -3.95 3.37
23 C -2.60 1.60 3.50
24 H -2.98 -5.20 0.90
25 H -2.47 -5.06 2.60
26 H -1.41 -5.84 1.43
27 H -5.42 -0.63 1.52
28 H -5.33 1.07 2.00
29 H -4.77 -0.17 3.11
30 H 0.89 -3.56 3.81
31 H 0.08 -5.01 3.16
32 H -0.84 -3.82 4.08
33 H -3.57 2.08 3.43
34 H -1.81 2.35 3.58
35 H -2.56 1.01 4.42
36 N 1.77 0.63 0.89
37 S 2.86 1.80 0.56
38 C 2.00 3.29 1.00
39 C 2.71 4.48 0.86
40 C 2.08 5.67 1.16
41 C 0.76 5.67 1.60
42 C 0.07 4.48 1.74
43 C 0.68 3.27 1.44
44 C 4.12 1.72 1.81
45 C 5.43 1.69 1.37
46 C 6.44 1.58 2.32
47 C 6.11 1.49 3.67
48 C 4.78 1.52 4.08
49 C 3.77 1.64 3.15
50 H 1.36 0.63 1.83
51 H 3.74 4.48 0.53
52 H 2.62 6.61 1.06
53 H 0.27 6.61 1.84
54 H -0.96 4.48 2.09
55 H 0.15 2.34 1.56
56 H 5.66 1.74 0.32
57 H 7.47 1.56 2.01
58 H 6.90 1.40 4.40
59 H 4.53 1.43 5.13
60 H 2.73 1.64 3.47
61 C 0.51 3.29 -5.56
62 C -0.41 2.81 -4.45
63 C -0.13 3.55 -3.15
64 S -0.81 2.80 -1.65
65 O -0.33 1.36 -1.67
66 C -2.59 2.78 -2.01
67 C -3.12 1.56 -2.75
68 C -4.64 1.49 -2.63
69 H 0.29 2.77 -6.49
70 H 1.56 3.10 -5.31
71 H 0.39 4.36 -5.74
72 H -0.27 1.73 -4.28
73 H -1.45 2.96 -4.74
74 H -0.50 4.57 -3.16
75 H 0.94 3.59 -2.95
76 H -2.80 3.72 -2.53
77 H -3.06 2.85 -1.03
78 H -2.69 0.66 -2.32
79 H -2.82 1.58 -3.79
80 H -4.95 1.40 -1.59
81 H -5.02 0.61 -3.15
82 H -5.12 2.37 -3.06
83 S 2.02 -0.85 -2.20
84 C 3.10 -2.00 -1.34
85 N 3.16 -1.73 -0.04
86 C 3.91 -2.54 0.70
87 C 4.60 -3.60 0.14
88 C 4.50 -3.75 -1.24
89 N 3.75 -2.94 -1.99
90 H 2.20 -0.29 0.67
91 H 3.94 -2.34 1.76
92 H 5.20 -4.27 0.74
93 H 5.03 -4.54 -1.76
94 F -3.31 -5.16 -2.72
95 C -2.26 -4.42 -2.99
96 C -1.12 -4.53 -2.21
97 F -1.09 -5.40 -1.20
98 C -0.01 -3.75 -2.49
99 F 1.05 -3.87 -1.67
100 C -0.01 -2.85 -3.54
101 Se 1.52 -1.83 -4.07
102 C -1.17 -2.75 -4.31
103 F -1.23 -1.89 -5.32
104 C -2.28 -3.53 -4.04
105 F -3.37 -3.40 -4.79

E_tot in hartree: -6731.232704
Frontier orbital gap in eV: 8.52
Total charge: +1
HOMO energy in Eh: -0.4017

Mulliken population analysis, charges in e, atoms 1 to 2: number 1, Sr, carries 2.303; number 2, C, carries -2.235

No. 4
C36H41N5O3Si | wB97M-V/def2-TZVPD

Cartesian coordinates (Å):
1 C 5.78 3.85 0.04
2 Si 5.47 2.19 0.82
3 C 6.96 1.08 0.71
4 C 5.01 2.43 2.61
5 O 4.23 1.46 -0.04
6 C 2.85 1.20 0.20
7 C 2.74 0.03 1.20
8 C 3.81 -0.83 1.44
9 C 3.66 -1.88 2.34
10 C 2.45 -2.11 3.00
11 C 1.37 -1.26 2.73
12 C 1.51 -0.22 1.82
13 C 2.19 2.52 0.64
14 C 1.77 2.73 1.95
15 C 1.18 3.95 2.29
16 C 1.09 4.99 1.36
17 C 1.64 4.81 0.09
18 C 2.21 3.58 -0.27
19 C 2.24 0.74 -1.14
20 C 3.00 -0.48 -1.72
21 C 2.10 -1.70 -1.50
22 C 0.69 -1.16 -1.20
23 N 0.84 0.28 -1.03
24 C -0.22 1.09 -0.85
25 C -1.57 0.65 -0.70
26 C -1.99 0.02 0.51
27 C -3.32 0.13 1.13
28 C -3.47 -0.20 2.50
29 C -4.72 -0.56 3.00
30 C -5.84 -0.58 2.16
31 C -5.72 -0.13 0.84
32 C -4.51 0.37 0.38
33 H 6.55 4.37 0.62
34 H 6.13 3.74 -0.99
35 H 4.88 4.47 0.03
36 H 7.80 1.57 1.22
37 H 6.80 0.11 1.20
38 H 7.25 0.89 -0.33
39 H 5.95 2.66 3.15
40 H 4.32 3.27 2.73
41 H 4.57 1.53 3.06
42 H 4.77 -0.67 0.93
43 H 4.50 -2.53 2.52
44 H 2.35 -2.92 3.73
45 H 0.42 -1.41 3.23
46 H 0.68 0.46 1.58
47 H 1.92 1.96 2.71
48 H 0.78 4.08 3.30
49 H 0.64 5.94 1.63
50 H 1.63 5.61 -0.64
51 H 2.67 3.45 -1.25
52 H 2.30 1.57 -1.86
53 H 3.10 -0.29 -2.80
54 H 4.01 -0.59 -1.33
55 H 2.08 -2.35 -2.38
56 H 2.46 -2.31 -0.65
57 H 0.00 -1.40 -2.03
58 H 0.28 -1.64 -0.29
59 H -0.03 2.17 -0.79
60 H -2.25 0.76 -1.56
61 H -1.15 -0.33 1.19
62 H -2.57 -0.23 3.13
63 H -4.82 -0.78 4.06
64 H -6.82 -0.87 2.55
65 H -6.59 -0.12 0.17
66 H -4.43 0.85 -0.60
67 C -6.65 -1.38 -4.02
68 N -5.62 -1.96 -3.20
69 C -5.55 -3.35 -3.30
70 O -6.32 -3.98 -4.03
71 N -4.56 -4.01 -2.53
72 C -4.48 -5.45 -2.67
73 C -3.75 -3.30 -1.72
74 C -3.77 -1.89 -1.67
75 C -4.73 -1.14 -2.47
76 O -4.79 0.08 -2.51
77 N -2.80 -1.49 -0.82
78 C -2.23 -2.61 -0.34
79 N -2.76 -3.75 -0.89
80 H -6.65 -0.29 -3.94
81 H -6.50 -1.69 -5.05
82 H -7.61 -1.78 -3.70
83 H -3.66 -5.78 -2.04
84 H -5.42 -5.88 -2.36
85 H -4.28 -5.68 -3.71
86 H -1.46 -2.66 0.42

E_tot in hartree: -2185.398162
Frontier orbital gap in eV: 6.02
Total charge: 0
HOMO energy in Eh: -0.2457

Mulliken population analysis, charges in e, atoms 1 to 2: number 1, C, carries -1.115; number 2, Si, carries 0.406

No. 5
C36H42BCuN12OTe | wB97M-V/def2-TZVPD

Cartesian coordinates (Å):
1 Cu -0.70 -0.09 0.00
2 C -3.82 2.80 -0.04
3 C -3.14 1.81 0.68
4 N -2.46 1.01 -0.12
5 N -2.70 1.44 -1.38
6 C -3.50 2.53 -1.35
7 B -1.92 0.88 -2.62
8 N -0.47 1.46 -2.51
9 C 0.19 2.30 -3.33
10 C 1.29 2.78 -2.66
11 C 1.21 2.17 -1.40
12 N 0.17 1.37 -1.30
13 N -1.89 -0.67 -2.61
14 C -2.06 -1.49 -3.67
15 C -1.94 -2.79 -3.21
16 C -1.70 -2.65 -1.84
17 N -1.68 -1.37 -1.49
18 N -2.66 1.29 -3.90
19 C -3.99 1.13 -4.08
20 C -4.26 1.33 -5.41
21 C -3.00 1.60 -5.98
22 N -2.04 1.57 -5.07
23 H -4.44 3.59 0.33
24 H -3.12 1.65 1.75
25 H -3.77 3.04 -2.26
26 H -0.17 2.49 -4.32
27 H 2.04 3.47 -3.02
28 H 2.76 2.92 -0.61
29 H -2.24 -1.11 -4.66
30 H -2.02 -3.69 -3.79
31 H -1.56 -3.42 -1.09
32 H -4.64 0.87 -3.26
33 H -5.22 1.28 -5.91
34 H -2.76 1.82 -7.01
35 N 2.36 -4.09 -1.05
36 C 1.52 -3.55 -0.12
37 C 1.09 -2.22 -0.21
38 N 0.31 -1.68 0.71
39 C -0.03 -2.44 1.76
40 C 0.39 -3.75 1.83
41 N 1.16 -4.32 0.90
42 H 2.53 -3.59 -1.91
43 H 2.51 -5.08 -1.02
44 H 1.36 -1.60 -1.06
45 H -0.65 -2.00 2.52
46 H 0.10 -4.38 2.66
47 C 1.11 2.05 2.64
48 C 1.84 0.91 2.09
49 O 2.03 2.35 -0.34
50 N 2.40 0.01 1.64
51 Te 4.37 -0.49 -0.51
52 C 6.13 -0.57 -1.72
53 C 6.37 0.42 -2.68
54 C 5.44 1.58 -2.97
55 C 7.55 0.38 -3.43
56 C 8.49 -0.62 -3.26
57 C 9.76 -0.67 -4.07
58 C 8.22 -1.61 -2.32
59 C 7.06 -1.61 -1.55
60 C 6.84 -2.74 -0.58
61 C 5.42 -0.41 1.34
62 C 6.27 0.67 1.62
63 C 6.59 1.74 0.61
64 C 6.85 0.76 2.88
65 C 6.60 -0.17 3.87
66 C 7.20 -0.04 5.25
67 C 5.77 -1.24 3.57
68 C 5.17 -1.38 2.32
69 C 4.27 -2.57 2.10
70 H 1.80 2.88 2.79
71 H 0.65 1.78 3.59
72 H 0.34 2.34 1.93
73 H 4.49 1.48 -2.45
74 H 5.24 1.64 -4.04
75 H 5.90 2.52 -2.66
76 H 7.74 1.16 -4.16
77 H 9.87 0.24 -4.67
78 H 9.75 -1.52 -4.75
79 H 10.63 -0.77 -3.43
80 H 8.94 -2.42 -2.18
81 H 7.61 -3.50 -0.71
82 H 5.86 -3.19 -0.73
83 H 6.88 -2.39 0.45
84 H 5.68 2.11 0.13
85 H 7.24 1.36 -0.18
86 H 7.10 2.58 1.09
87 H 7.51 1.60 3.09
88 H 7.78 0.88 5.33
89 H 7.85 -0.88 5.48
90 H 6.42 -0.02 6.01
91 H 5.57 -1.99 4.33
92 H 4.57 -3.40 2.74
93 H 4.29 -2.91 1.06
94 H 3.24 -2.31 2.33

E_tot in hartree: -4062.817110
Frontier orbital gap in eV: 7.80
Total charge: 0
HOMO energy in Eh: -0.2700

Mulliken population analysis, charges in e, atoms 1 to 2: number 1, Cu, carries -0.813; number 2, C, carries -1.065

Question: What is the formula in the first record?
Answer: C36H40N5OSiSr

Please write out number 4 again, unchanged.
C36H41N5O3Si | wB97M-V/def2-TZVPD

Cartesian coordinates (Å):
1 C 5.78 3.85 0.04
2 Si 5.47 2.19 0.82
3 C 6.96 1.08 0.71
4 C 5.01 2.43 2.61
5 O 4.23 1.46 -0.04
6 C 2.85 1.20 0.20
7 C 2.74 0.03 1.20
8 C 3.81 -0.83 1.44
9 C 3.66 -1.88 2.34
10 C 2.45 -2.11 3.00
11 C 1.37 -1.26 2.73
12 C 1.51 -0.22 1.82
13 C 2.19 2.52 0.64
14 C 1.77 2.73 1.95
15 C 1.18 3.95 2.29
16 C 1.09 4.99 1.36
17 C 1.64 4.81 0.09
18 C 2.21 3.58 -0.27
19 C 2.24 0.74 -1.14
20 C 3.00 -0.48 -1.72
21 C 2.10 -1.70 -1.50
22 C 0.69 -1.16 -1.20
23 N 0.84 0.28 -1.03
24 C -0.22 1.09 -0.85
25 C -1.57 0.65 -0.70
26 C -1.99 0.02 0.51
27 C -3.32 0.13 1.13
28 C -3.47 -0.20 2.50
29 C -4.72 -0.56 3.00
30 C -5.84 -0.58 2.16
31 C -5.72 -0.13 0.84
32 C -4.51 0.37 0.38
33 H 6.55 4.37 0.62
34 H 6.13 3.74 -0.99
35 H 4.88 4.47 0.03
36 H 7.80 1.57 1.22
37 H 6.80 0.11 1.20
38 H 7.25 0.89 -0.33
39 H 5.95 2.66 3.15
40 H 4.32 3.27 2.73
41 H 4.57 1.53 3.06
42 H 4.77 -0.67 0.93
43 H 4.50 -2.53 2.52
44 H 2.35 -2.92 3.73
45 H 0.42 -1.41 3.23
46 H 0.68 0.46 1.58
47 H 1.92 1.96 2.71
48 H 0.78 4.08 3.30
49 H 0.64 5.94 1.63
50 H 1.63 5.61 -0.64
51 H 2.67 3.45 -1.25
52 H 2.30 1.57 -1.86
53 H 3.10 -0.29 -2.80
54 H 4.01 -0.59 -1.33
55 H 2.08 -2.35 -2.38
56 H 2.46 -2.31 -0.65
57 H 0.00 -1.40 -2.03
58 H 0.28 -1.64 -0.29
59 H -0.03 2.17 -0.79
60 H -2.25 0.76 -1.56
61 H -1.15 -0.33 1.19
62 H -2.57 -0.23 3.13
63 H -4.82 -0.78 4.06
64 H -6.82 -0.87 2.55
65 H -6.59 -0.12 0.17
66 H -4.43 0.85 -0.60
67 C -6.65 -1.38 -4.02
68 N -5.62 -1.96 -3.20
69 C -5.55 -3.35 -3.30
70 O -6.32 -3.98 -4.03
71 N -4.56 -4.01 -2.53
72 C -4.48 -5.45 -2.67
73 C -3.75 -3.30 -1.72
74 C -3.77 -1.89 -1.67
75 C -4.73 -1.14 -2.47
76 O -4.79 0.08 -2.51
77 N -2.80 -1.49 -0.82
78 C -2.23 -2.61 -0.34
79 N -2.76 -3.75 -0.89
80 H -6.65 -0.29 -3.94
81 H -6.50 -1.69 -5.05
82 H -7.61 -1.78 -3.70
83 H -3.66 -5.78 -2.04
84 H -5.42 -5.88 -2.36
85 H -4.28 -5.68 -3.71
86 H -1.46 -2.66 0.42

E_tot in hartree: -2185.398162
Frontier orbital gap in eV: 6.02
Total charge: 0
HOMO energy in Eh: -0.2457

Mulliken population analysis, charges in e, atoms 1 to 2: number 1, C, carries -1.115; number 2, Si, carries 0.406

Question: Which of these has the lowest total charge?
Answer: C36H40N5OSiSr